DFT (ωB97M-V/def2-TZVPD) results for a molecular structure, C14H14BN4O8S4Tc at a distorted geometry.

Geometry as XYZ:
```
46
Properties=species:S:1:pos:R:3:forces:R:3
Tc -0.940100 -0.449400 0.120100 -0.44 -0.79 0.73
N -1.865700 -0.964800 4.405600 -0.06 0.03 0.21
C -1.791900 -0.665400 3.077600 -0.16 -0.15 -0.96
S -1.773100 -1.988900 1.962200 -0.07 0.90 -1.31
N -1.830300 0.584400 2.719500 -0.04 0.44 1.38
N -1.639900 0.843100 1.423500 0.16 0.52 -0.52
C -1.814900 2.108700 1.025800 -0.16 -0.45 0.42
C -1.737000 2.294900 -0.354600 0.06 -0.18 0.07
C -1.927500 3.511600 -1.040000 0.14 0.03 -0.14
C -1.879400 3.535200 -2.406100 -0.10 -0.11 0.35
C -1.684600 2.326200 -3.093000 0.09 -0.33 0.07
C -1.505800 1.167300 -2.382200 -0.01 0.06 -0.92
N -1.491200 1.120800 -1.041000 -0.90 0.13 0.64
H -1.623500 -1.916800 4.624600 0.08 0.12 0.11
H -1.493600 -0.252000 5.011700 -0.02 -0.03 0.08
H -2.066100 2.862300 1.753800 -0.04 0.12 0.02
H -2.104400 4.410400 -0.471200 0.01 0.09 0.11
H -2.015000 4.458300 -2.947200 -0.01 0.12 -0.05
H -1.677000 2.294500 -4.168900 0.04 -0.06 -0.13
H -1.356100 0.228000 -2.895700 -0.06 0.05 0.00
C 1.192300 -3.395700 -1.812200 -0.14 0.63 0.07
S 0.172300 -1.964200 -2.254600 -0.19 -1.07 -2.65
O 0.805400 -0.591300 -2.032300 -0.57 -0.49 -0.40
O -0.074700 -2.124400 -3.666100 0.30 0.01 0.00
O -1.076200 -1.955000 -1.501700 -0.04 0.04 0.53
H 1.267400 -3.994500 -2.712500 -0.10 0.09 -0.13
H 0.674800 -3.915100 -1.015700 -0.03 0.01 0.10
H 2.157600 -3.045600 -1.476600 0.14 -0.01 0.05
O 2.472900 0.905300 -2.951500 -0.26 0.11 0.25
B 2.162800 -0.024700 -1.868600 0.75 0.10 -0.08
O 3.189600 -1.066000 -1.893200 0.04 0.04 -0.25
C 4.010500 -0.756500 -2.932600 -0.16 0.21 -0.10
C 5.107300 -1.447500 -3.393900 -0.21 0.03 0.20
C 5.805200 -0.901000 -4.470200 0.15 -0.01 -0.16
C 5.402200 0.281600 -5.060100 0.14 -0.01 -0.14
C 4.274300 0.963200 -4.613700 -0.33 0.05 0.31
C 3.581300 0.429700 -3.549900 0.43 -0.36 -0.02
H 5.409800 -2.377600 -2.937400 0.04 -0.05 0.10
H 6.677900 -1.412700 -4.848800 0.08 -0.05 -0.03
H 5.962600 0.695100 -5.885900 0.09 -0.03 -0.08
H 3.945700 1.883100 -5.068100 -0.05 0.14 -0.10
O 0.827800 -0.299600 2.027500 0.22 0.17 -0.27
S 1.675100 -0.778300 0.937100 1.97 0.15 2.69
O 0.920600 -1.765700 0.141900 -0.52 -0.22 0.54
O 2.951200 -1.284600 1.367700 0.00 -0.14 -0.31
S 2.008300 0.911700 -0.181000 -0.23 0.16 -0.27
```
Forces are in eV/Å.

Calculated values
LUMO (spin up / spin down) in eV: 1.6 / 2.5
Charge: -1
Highest occupied orbital energy (spin up / spin down) in hartree: -0.175 / -0.150
HOMO-LUMO gap (spin up / spin down) in eV: 6.36 / 6.58
Molar mass in g/mol: 603.37
Energy above the lowest of the compared OMol25 structures with the same formula, charge and spin in eV: 3.212
Spin multiplicity: 2
Largest force on an atom in Eh/bohr: 0.0648

Results of the Mulliken charge analysis, in e, for atoms 1 through 5: 0.74 -0.50 0.70 -0.40 -1.50

=====

DFT (ωB97M-V/def2-TZVPD) results for a molecular structure, C14H14BaIN5 at a distorted geometry.

Geometry as XYZ:
```
35
Properties=species:S:1:pos:R:3:forces:R:3
C -2.928336 -4.032049 1.020217 -1.21 -2.44 -1.62
C -0.766362 -0.153767 3.343694 0.03 1.18 1.54
H -3.980189 -4.192152 0.824390 -0.13 -0.24 0.15
H -2.830725 -3.867025 2.123482 -0.04 0.23 -1.22
H -2.388082 -4.948368 0.781245 -0.15 0.03 0.27
H -0.842424 0.912761 3.074656 -0.07 -0.27 -0.18
H -0.882465 -0.124518 4.438347 -0.24 -0.18 0.10
H 0.297030 -0.411168 3.247043 0.18 -0.11 -0.32
C -1.481479 -0.143195 -2.451710 -0.12 -0.16 -0.47
C -1.471846 0.399912 -3.742613 0.21 0.07 0.64
C -0.824220 1.624732 -3.918257 -0.08 -0.32 0.65
C -0.225077 2.199668 -2.800695 -0.01 -0.40 0.62
H -1.991012 -1.108823 -2.279930 0.32 0.97 -0.43
H -1.959160 -0.147689 -4.540508 0.08 0.18 -0.03
H -0.779429 2.120763 -4.881879 -0.03 -0.08 0.09
H 0.280149 3.154537 -2.883850 -0.10 -0.25 -0.20
N -0.909759 0.382455 -1.374438 0.17 0.39 -0.27
C -0.253102 1.547375 -1.535564 -0.28 -0.02 -0.64
C 0.467186 2.135782 -0.354706 0.64 0.91 0.50
N 0.528828 1.447631 0.796112 0.23 0.26 -0.25
C 1.222151 1.970088 1.821848 -0.10 0.67 -0.65
C 1.796499 3.947844 0.589495 -0.12 -0.11 -0.10
C 1.849381 3.231442 1.779721 -0.34 -0.81 -0.22
H 1.250064 1.365266 2.721989 0.02 0.13 -0.11
H 2.357023 3.595347 2.663221 0.06 0.04 -0.10
C 1.101745 3.401133 -0.479739 -0.44 -0.83 -0.03
H 1.033153 3.927395 -1.423283 0.17 0.12 0.28
H 2.289438 4.912329 0.459797 -0.15 -0.24 0.20
Ba -1.603336 -1.900931 1.801754 2.48 2.34 -0.01
I -2.521929 -3.056245 -1.117067 -0.46 -0.92 1.66
N 0.835414 -2.600981 0.971459 -0.09 -0.33 -0.02
C 1.811802 -3.082442 0.516548 -0.43 0.14 0.39
N 2.806475 -3.562523 -0.096650 -0.72 0.50 -0.74
C 3.859686 -4.185291 0.320048 2.40 -1.38 0.88
N 4.852907 -4.759293 0.585824 -1.70 0.95 -0.39
```
Forces are in eV/Å.

Calculated values
LUMO (spin up / spin down) in eV: -2.6 / -2.6
Highest occupied orbital energy (spin up / spin down) in hartree: -0.270 / -0.270
HOMO-LUMO gap (spin up / spin down) in eV: 4.74 / 4.74
Molar mass in g/mol: 516.53
Energy above the lowest of the compared OMol25 structures with the same formula, charge and spin in eV: 3.065
Spin multiplicity: 1
Largest force on an atom in Eh/bohr: 0.0663

Results of the Mulliken charge analysis, in e, for atoms 1 through 5: -1.38 -1.72 0.39 0.43 0.39

=====

DFT (ωB97M-V/def2-TZVPD) results for a molecular structure, C14H14ClLaNO2 at a distorted geometry.

Geometry as XYZ:
```
33
Properties=species:S:1:pos:R:3:forces:R:3
C 4.012862 0.333562 -0.009066 -0.66 -0.58 0.46
C 3.730558 -0.154888 -1.332159 0.23 0.38 0.79
C 3.065622 -1.395054 -1.213566 0.02 0.69 0.09
C 2.903054 -1.701507 0.146198 0.49 0.96 0.94
C 3.470152 -0.646593 0.918985 0.63 0.12 -0.38
La 1.404813 1.381823 0.055027 2.52 -5.55 3.69
N 2.889597 1.544141 2.913574 -1.72 1.72 -1.74
C 0.862798 2.952297 -1.437285 -5.75 2.73 2.54
C 1.693132 2.694614 -2.434594 2.76 -0.86 -2.47
H 2.783150 -2.025419 -2.024227 -0.23 -0.28 -0.51
H 4.111321 0.302068 -2.234774 -0.23 -0.03 -0.12
H 2.495733 -2.607476 0.579966 -0.14 0.13 -0.19
H 3.570412 -0.605609 2.022659 -0.30 0.11 -1.12
H 4.534943 1.273069 0.275113 -0.28 -0.86 -0.25
H 2.748935 2.717803 -2.159148 0.32 0.53 -0.32
H -0.170231 2.451200 -1.051413 1.17 1.71 -2.62
H 2.390903 2.472330 2.586750 0.92 -0.88 0.97
H 1.563575 2.656015 -3.503520 -0.52 -0.64 -0.18
H 1.010274 3.789853 -0.738341 0.43 0.26 0.34
Cl -6.788248 -2.523851 1.110959 -1.25 -0.47 0.20
C -5.261484 -1.846490 0.892325 2.53 0.66 0.11
C -5.078251 -0.732362 0.070391 0.54 -0.13 0.00
C -3.792271 -0.221248 -0.164340 -0.05 -0.44 0.47
C -2.663045 -0.768629 0.472812 0.46 0.09 0.04
C -2.849715 -1.864362 1.327122 -0.76 -0.08 0.07
C -4.142551 -2.404341 1.543401 0.41 0.54 -0.48
C -1.253682 -0.139373 0.252568 1.67 0.53 0.24
O -1.109549 0.646300 -0.763363 -0.22 -1.28 1.81
O -0.256000 -0.359256 1.081283 -2.91 0.52 -1.98
H -5.941717 -0.272579 -0.388222 -0.01 0.00 -0.13
H -3.666816 0.611246 -0.842499 0.08 0.05 0.05
H -1.989413 -2.307140 1.832199 -0.23 0.21 -0.14
H -4.278864 -3.250147 2.215185 0.05 0.16 -0.20
```
Forces are in eV/Å.

Calculated values
LUMO (spin up / spin down) in eV: 2.2 / 2.4
Charge: -1
Highest occupied orbital energy (spin up / spin down) in hartree: -0.141 / -0.111
HOMO-LUMO gap (spin up / spin down) in eV: 6.05 / 5.43
Molar mass in g/mol: 402.63
Energy above the lowest of the compared OMol25 structures with the same formula, charge and spin in eV: 4.938
Spin multiplicity: 1
Largest force on an atom in Eh/bohr: 0.1386

Results of the Mulliken charge analysis, in e, for atoms 1 through 5: -0.86 -0.56 -0.63 -0.40 -0.39

=====

DFT (ωB97M-V/def2-TZVPD) results for a molecular structure, C14H14CuN4Se2.

Geometry as XYZ:
```
35
Properties=species:S:1:pos:R:3:forces:R:3
Cu 1.131551 0.098347 -0.094074 0.01 -0.05 0.02
Se 1.826419 3.233378 1.478071 0.02 0.00 0.05
Se 3.221432 1.385962 1.516667 0.01 0.03 -0.05
C 2.101070 0.212425 2.554891 -0.02 0.00 0.00
C 2.353535 -0.023400 3.893177 -0.01 0.00 -0.01
C 1.503305 -0.880534 4.578704 -0.01 -0.01 0.01
C 0.440224 -1.454497 3.904274 -0.01 0.00 -0.02
C 0.268500 -1.165710 2.560364 0.01 0.01 0.01
N 1.088557 -0.353984 1.890454 -0.01 0.00 0.01
C 0.919065 3.122538 -0.216607 0.00 -0.05 -0.04
C 0.530023 4.342879 -0.755626 -0.02 0.03 -0.02
C -0.200618 4.349674 -1.929330 0.00 0.00 0.00
C -0.496675 3.141741 -2.543743 0.02 -0.03 0.03
C -0.049814 1.979374 -1.949492 -0.02 0.01 -0.04
N 0.635340 1.958751 -0.795780 0.01 0.08 0.04
H 3.186092 0.458725 4.384436 0.00 0.00 -0.01
H 1.667467 -1.088236 5.627413 0.00 0.00 0.00
H -0.249707 -2.120055 4.402280 0.00 0.00 0.01
H -0.546303 -1.596287 1.993390 0.00 -0.01 0.01
H 0.804900 5.266953 -0.265545 0.00 0.00 0.01
H -0.521594 5.285757 -2.366079 0.00 0.00 0.00
H -1.056699 3.096164 -3.466070 0.00 0.01 -0.01
H -0.244764 1.011924 -2.395387 0.00 0.00 -0.01
C 3.112911 -2.370387 -4.541069 -0.03 -0.01 0.04
N 2.312008 -2.184705 -3.337896 -0.04 -0.01 0.02
C 1.464146 -3.101389 -2.769072 0.03 0.00 -0.03
C 0.941482 -2.502797 -1.665601 -0.01 -0.02 -0.01
N 1.453948 -1.231407 -1.552225 0.01 0.00 0.00
C 2.272362 -1.079166 -2.575545 0.03 0.02 -0.04
H 2.906299 -3.357630 -4.943364 0.01 0.00 -0.01
H 4.171455 -2.300250 -4.301261 0.01 0.01 -0.02
H 2.848278 -1.622988 -5.285512 0.02 0.00 -0.01
H 1.316479 -4.077392 -3.195468 -0.01 -0.01 0.01
H 0.238700 -2.901169 -0.955653 0.00 0.00 0.01
H 2.851938 -0.197175 -2.795224 -0.01 0.01 0.02
```
Forces are in eV/Å.

Calculated values
LUMO in eV: -3.1
Charge: +1
Highest occupied orbital energy in hartree: -0.419
HOMO-LUMO gap in eV: 8.34
Molar mass in g/mol: 459.76
Energy above the lowest of the compared OMol25 structures with the same formula, charge and spin in eV: 0.000
Spin multiplicity: 1
Largest force on an atom in Eh/bohr: 0.0017

Results of the Mulliken charge analysis, in e, for atoms 1 through 5: -0.37 0.01 -0.10 0.66 -0.72

=====

DFT (ωB97M-V/def2-TZVPD) results for a molecular structure, C14H14EuN2O5 at a distorted geometry.

Geometry as XYZ:
```
36
Properties=species:S:1:pos:R:3:forces:R:3
Eu -0.107172 -0.105151 0.493537 -0.39 -0.18 -1.14
O -0.611302 3.578545 -0.018914 0.48 -3.62 -0.69
C -0.464090 2.453275 -0.172436 -0.61 4.36 0.71
C 2.318436 -0.895715 -0.224733 5.07 -1.56 1.07
O 3.405527 -1.220428 -0.015877 -4.29 1.28 -1.05
C -1.961194 -1.649390 -0.096777 -3.86 -3.24 0.16
O -2.834074 -2.379121 -0.033902 2.39 2.00 -0.37
C 0.021558 0.020205 -2.118038 -0.06 -0.03 -4.53
O 0.002931 0.003464 -3.261701 0.08 0.07 3.52
C -2.421602 -1.301585 7.620262 -0.23 0.19 -0.13
C -0.993851 -0.895529 7.928326 0.14 -0.67 0.57
N -0.347172 -0.063583 6.937073 0.21 0.40 -1.43
C -0.113698 1.345098 7.326940 -0.16 -0.30 -0.03
C 0.984733 1.472358 8.369082 0.20 0.10 0.02
C -0.160737 -0.608709 5.699689 -0.15 0.85 2.17
O -0.535441 -1.735885 5.423463 0.35 0.05 -0.77
C 0.549369 0.224769 4.663145 0.37 -0.66 -0.48
C 1.672043 1.071997 4.828262 -0.20 0.16 -0.57
C 2.319528 1.709615 3.742381 -0.47 -0.30 -0.73
C 1.850095 1.437296 2.446727 -0.73 -0.62 2.26
N 0.817276 0.584580 2.379182 0.15 -0.12 -0.28
C 0.167764 -0.071437 3.361780 1.58 1.77 -0.25
H -3.044626 -0.409219 7.505208 -0.07 -0.14 -0.06
H -2.826501 -1.889560 8.452790 0.13 0.12 -0.22
H -2.442699 -1.900379 6.704062 -0.19 0.15 0.32
H -0.935447 -0.316985 8.847128 -0.11 -0.28 0.19
H -0.392745 -1.803753 8.036430 0.01 0.12 0.17
H 0.142823 1.924892 6.433251 -0.40 0.00 0.32
H -1.054658 1.722181 7.759067 0.23 0.00 -0.39
H 1.927844 1.061562 7.991084 -0.08 -0.02 0.16
H 1.153579 2.529706 8.607799 -0.10 -0.25 0.04
H 0.716383 0.939170 9.289415 0.19 0.19 -0.21
H 2.030771 1.237595 5.837176 0.11 0.05 -0.15
H 3.141582 2.405803 3.828721 0.09 -0.14 0.52
H 2.216406 1.826556 1.487611 0.12 0.07 0.65
H -0.613541 -0.787536 3.047688 0.22 0.23 0.64
```
Forces are in eV/Å.

Calculated values
LUMO (spin up / spin down) in eV: -8.2 / -8.1
Charge: +2
Highest occupied orbital energy (spin up / spin down) in hartree: -0.527 / -0.527
HOMO-LUMO gap (spin up / spin down) in eV: 6.16 / 6.26
Molar mass in g/mol: 442.24
Energy above the lowest of the compared OMol25 structures with the same formula, charge and spin in eV: 0.000
Spin multiplicity: 8
Largest force on an atom in Eh/bohr: 0.1052

Results of the Mulliken charge analysis, in e, for atoms 1 through 5: 1.35 -0.05 0.13 0.15 -0.06

=====

DFT (ωB97M-V/def2-TZVPD) results for a molecular structure, C14H14F3HgIN2O2 at a distorted geometry.

Geometry as XYZ:
```
37
Properties=species:S:1:pos:R:3:forces:R:3
C -2.405964 0.499066 2.982395 1.66 -0.96 -1.28
C -3.243696 0.475210 1.713357 -0.22 0.27 -1.32
H -2.382405 -0.397771 3.568454 -1.12 -0.04 1.27
H -2.296354 1.484673 3.434198 -0.30 -0.45 0.38
H -1.446941 0.272315 2.487561 0.50 0.82 0.83
H -2.414294 0.514632 1.000475 -0.96 0.10 -0.96
H -3.947716 -0.317938 1.396701 0.60 -0.18 0.90
H -3.826402 1.369012 1.553529 -0.07 0.50 0.14
C 3.071801 -1.029800 0.716610 -0.18 -0.31 -0.02
C 4.374610 -1.496974 0.734893 0.58 0.06 -0.46
C 4.984610 -1.753293 -0.498827 -0.35 0.15 0.04
C 4.318190 -1.458449 -1.690197 -0.17 0.01 0.04
H 2.501072 -0.787895 1.610769 0.23 -0.19 -0.03
H 4.908813 -1.676152 1.667761 -0.23 0.12 -0.26
H 5.977025 -2.179273 -0.544892 0.04 0.04 0.07
H 4.759882 -1.645876 -2.666132 0.16 0.14 0.33
N 2.394604 -0.903866 -0.421877 0.49 0.27 0.03
C 3.008173 -0.999505 -1.625578 0.45 -0.72 1.80
C 2.154509 -0.673041 -2.752500 -1.55 -0.07 -0.95
N 0.904751 -0.303033 -2.395845 0.05 0.17 -0.69
C 0.043752 0.088610 -3.331773 0.00 -0.35 -0.20
C 1.560178 -0.536874 -5.077624 -0.21 0.08 0.36
C 0.315031 -0.043818 -4.691567 0.45 0.07 -0.13
H -0.901721 0.460957 -2.956493 -0.05 -0.04 -0.16
H -0.418240 0.204723 -5.445972 -0.09 0.10 0.16
C 2.497487 -0.817698 -4.093510 0.26 -0.15 0.40
H 3.468363 -1.233616 -4.336768 -0.06 0.23 -0.15
H 1.806015 -0.715923 -6.119517 -0.11 0.10 0.12
Hg 0.239088 -1.708180 -0.576410 0.36 -0.56 -0.62
I -0.006123 -4.410870 -1.163150 -0.10 1.42 0.46
F 0.432468 5.374218 1.436444 -0.41 -1.02 0.44
C 0.084761 4.060592 1.519422 -0.12 -0.97 -1.53
F 0.494190 3.559045 2.704067 0.04 0.52 0.00
F -1.298634 3.983124 1.547926 0.84 0.45 0.11
C 0.639213 3.123235 0.222153 -0.69 2.06 1.66
O 1.097891 3.838566 -0.672067 -0.09 -1.38 0.03
O 0.422115 1.923022 0.464336 0.36 -0.30 -0.81
```
Forces are in eV/Å.

Calculated values
LUMO in eV: -2.8
Highest occupied orbital energy in hartree: -0.276
HOMO-LUMO gap in eV: 4.67
Molar mass in g/mol: 626.77
Spin multiplicity: 1
Largest force on an atom in Eh/bohr: 0.0531

Results of the Mulliken charge analysis, in e, for atoms 1 through 5: -0.55 -0.65 0.37 0.26 0.00